Below is a molecular structure, C25H20Br2IIrN2O4 at a distorted geometry, with properties calculated with the ωB97M-V functional and the def2-TZVPD basis.

Element x y z (Å)
Ir 0.497 -1.049 0.038
C -0.351 -2.326 4.036
C 0.200 -1.552 2.886
O 0.137 -2.098 1.757
C 0.819 -0.284 3.167
C 1.471 0.569 2.309
C 2.029 1.865 2.797
N 1.590 0.280 0.986
N 2.129 1.216 0.214
C 1.922 0.997 -1.095
O 1.364 -0.083 -1.526
C 2.354 2.006 -2.055
C 2.120 1.803 -3.416
C 2.474 2.782 -4.325
C 3.059 3.962 -3.881
C 3.295 4.166 -2.528
C 2.946 3.192 -1.612
H -0.695 -3.300 3.704
H -1.190 -1.768 4.459
H 0.394 -2.432 4.825
H 0.764 0.031 4.199
H 1.784 2.000 3.847
H 1.612 2.684 2.211
H 3.111 1.898 2.669
H 1.661 0.882 -3.747
H 2.294 2.630 -5.380
H 3.330 4.728 -4.595
H 3.749 5.087 -2.189
H 3.120 3.339 -0.556
Br 1.860 -3.197 -0.610
C 0.557 -4.429 -1.315
C 0.908 -5.764 -1.246
C 0.021 -6.713 -1.734
C -1.202 -6.324 -2.257
C -1.551 -4.983 -2.305
C -0.663 -4.028 -1.837
I -1.106 -2.001 -1.968
H 1.852 -6.064 -0.814
H 0.289 -7.759 -1.695
H -1.894 -7.067 -2.628
H -2.512 -4.682 -2.699
Br -0.944 2.814 -0.964
C -2.372 2.732 0.291
C -3.020 3.920 0.589
C -4.110 3.908 1.446
C -4.571 2.712 1.977
C -3.929 1.530 1.656
C -2.809 1.526 0.828
C -2.154 0.201 0.560
O -2.782 -0.795 0.283
O -0.854 0.271 0.744
H -2.681 4.844 0.143
H -4.606 4.839 1.687
H -5.432 2.702 2.630
H -4.283 0.582 2.040

Results
Energy above the lowest of the compared OMol25 structures with the same formula, charge and spin   0.9777 eV
Total charge   +1
Orbital gap (alpha / beta)   7.672 / 6.063 eV
2S+1   2
HOMO energy (alpha / beta)   -11.0 / -11.3 eV
Energy   -6924.96210 Eh
⟨S²⟩   0.778

The net atomic charges from natural (NBO), expressed in e, are: number 1, Ir, carries 1.074; number 2, C, carries -0.696; number 3, C, carries 0.579; number 4, O, carries -0.581; number 5, C, carries -0.341; number 6, C, carries 0.298; number 7, C, carries -0.660; number 8, N, carries -0.218; number 9, N, carries -0.311; number 10, C, carries 0.600; number 11, O, carries -0.643; number 12, C, carries -0.104; number 13, C, carries -0.163; number 14, C, carries -0.215; number 15, C, carries -0.154; number 16, C, carries -0.217; number 17, C, carries -0.154; number 18, H, carries 0.250; number 19, H, carries 0.257; number 20, H, carries 0.249; number 21, H, carries 0.237; number 22, H, carries 0.232; number 23, H, carries 0.258; number 24, H, carries 0.251; number 25, H, carries 0.232; number 26, H, carries 0.228; number 27, H, carries 0.227; number 28, H, carries 0.228; number 29, H, carries 0.234; number 30, Br, carries 0.236; number 31, C, carries -0.096; number 32, C, carries -0.214; number 33, C, carries -0.179; number 34, C, carries -0.174; number 35, C, carries -0.214; number 36, C, carries -0.211; number 37, I, carries 0.486; number 38, H, carries 0.242; number 39, H, carries 0.239; number 40, H, carries 0.239; number 41, H, carries 0.243; number 42, Br, carries 0.043; number 43, C, carries 0.063; number 44, C, carries -0.274; number 45, C, carries -0.177; number 46, C, carries -0.210; number 47, C, carries -0.152; number 48, C, carries -0.238; number 49, C, carries 0.782; number 50, O, carries -0.620; number 51, O, carries -0.715; number 52, H, carries 0.234; number 53, H, carries 0.228; number 54, H, carries 0.227; number 55, H, carries 0.232


Below is a molecular structure, C25H20BrMoN6O2S3Se at a distorted geometry, with properties calculated with the ωB97M-V functional and the def2-TZVPD basis.

Element x y z (Å)
Mo -0.004 -0.479 0.360
Br -2.047 -1.426 -6.836
C -1.630 -0.926 -5.043
C -2.070 0.301 -4.565
C -1.826 0.625 -3.247
C -1.111 -0.238 -2.406
O -0.892 0.064 -1.163
C -0.575 -1.450 -2.943
C 0.298 -2.280 -2.197
N 0.724 -2.031 -0.980
C 1.607 -2.876 -0.354
C 1.952 -4.176 -0.758
C 2.857 -4.922 -0.027
C 3.480 -4.404 1.092
C 3.184 -3.104 1.527
C 3.806 -2.484 2.632
C 3.461 -1.182 2.950
C 2.462 -0.542 2.240
N 1.788 -1.131 1.233
C 2.196 -2.358 0.826
C -0.899 -1.792 -4.266
H -2.582 0.996 -5.214
H -2.181 1.561 -2.842
H 0.671 -3.168 -2.704
H 1.479 -4.625 -1.616
H 3.079 -5.931 -0.343
H 4.193 -4.990 1.652
H 4.569 -3.018 3.180
H 3.951 -0.664 3.761
H 2.167 0.473 2.481
H -0.548 -2.731 -4.670
N 0.760 3.098 -2.075
C 0.673 2.209 -1.065
S 1.854 0.929 -0.986
N -0.188 2.427 -0.122
N -0.348 1.480 0.794
C -0.905 1.860 1.936
C -0.905 0.872 2.916
C -1.384 1.022 4.236
C -1.178 0.021 5.142
C -0.496 -1.135 4.722
C -0.119 -1.248 3.411
N -0.316 -0.289 2.491
H 1.293 2.823 -2.882
H -0.076 3.654 -2.230
H -1.257 2.874 2.063
H -1.912 1.930 4.485
H -1.529 0.104 6.159
H -0.291 -1.939 5.412
H 0.350 -2.163 3.063
Se -1.569 -2.266 0.780
C -4.239 6.001 -0.936
O -4.102 4.724 -0.358
C -3.318 3.808 -0.952
S -2.386 4.174 -2.290
S -3.364 2.295 -0.257
H -4.526 6.674 -0.131
H -5.019 5.985 -1.704
H -3.302 6.329 -1.393

Results
Total charge   -1
Orbital gap (alpha / beta)   4.332 / 4.330 eV
HOMO energy (alpha / beta)   -3.6 / -3.6 eV
Energy   -7681.99742 Eh

The net atomic charges from natural (NBO), expressed in e, are: number 1, Mo, carries 0.763; number 2, Br, carries 0.009; number 3, C, carries -0.121; number 4, C, carries -0.188; number 5, C, carries -0.262; number 6, C, carries 0.496; number 7, O, carries -0.618; number 8, C, carries -0.217; number 9, C, carries 0.235; number 10, N, carries -0.447; number 11, C, carries 0.160; number 12, C, carries -0.218; number 13, C, carries -0.190; number 14, C, carries -0.209; number 15, C, carries -0.109; number 16, C, carries -0.096; number 17, C, carries -0.274; number 18, C, carries 0.130; number 19, N, carries -0.421; number 20, C, carries 0.240; number 21, C, carries -0.175; number 22, H, carries 0.232; number 23, H, carries 0.289; number 24, H, carries 0.174; number 25, H, carries 0.216; number 26, H, carries 0.215; number 27, H, carries 0.210; number 28, H, carries 0.215; number 29, H, carries 0.229; number 30, H, carries 0.236; number 31, H, carries 0.213; number 32, N, carries -0.808; number 33, C, carries 0.319; number 34, S, carries -0.263; number 35, N, carries -0.368; number 36, N, carries -0.192; number 37, C, carries -0.051; number 38, C, carries 0.138; number 39, C, carries -0.216; number 40, C, carries -0.191; number 41, C, carries -0.298; number 42, C, carries 0.071; number 43, N, carries -0.451; number 44, H, carries 0.389; number 45, H, carries 0.429; number 46, H, carries 0.232; number 47, H, carries 0.222; number 48, H, carries 0.208; number 49, H, carries 0.213; number 50, H, carries 0.210; number 51, Se, carries -0.371; number 52, C, carries -0.265; number 53, O, carries -0.529; number 54, C, carries 0.016; number 55, S, carries -0.422; number 56, S, carries -0.285; number 57, H, carries 0.171; number 58, H, carries 0.171; number 59, H, carries 0.208


Below is C25H20BrN3O5 in the gas phase, with properties calculated with the ωB97M-V functional and the def2-TZVPD basis.

Element x y z (Å)
O 8.515 2.109 -1.832
C 7.946 1.199 -1.299
O 8.337 0.663 -0.159
C 6.694 0.542 -1.923
N 5.515 0.645 -1.084
C 5.350 -0.109 0.024
O 6.253 -0.832 0.442
C 4.042 -0.009 0.706
C 3.996 -0.306 2.068
C 2.809 -0.239 2.762
C 1.627 0.107 2.105
N 0.447 0.160 2.837
C -0.842 -0.025 2.430
O -1.773 0.196 3.170
C -1.054 -0.681 1.094
C -0.595 -1.919 0.856
C -0.848 -2.716 -0.336
C -0.961 -4.103 -0.214
C -1.222 -4.892 -1.316
C -1.357 -4.315 -2.569
C -1.215 -2.945 -2.711
C -0.964 -2.151 -1.608
N -1.933 -0.004 0.256
C -2.071 1.350 0.318
O -1.287 2.046 0.933
C -3.175 1.940 -0.495
C -2.891 3.157 -1.116
C -3.837 3.817 -1.874
C -5.105 3.276 -2.011
C -5.419 2.084 -1.383
C -4.460 1.421 -0.631
Br -5.015 -0.191 0.240
C 1.672 0.415 0.746
C 2.864 0.354 0.056
H 7.714 -0.055 0.148
H 6.492 1.015 -2.883
H 6.920 -0.520 -2.076
H 4.829 1.341 -1.322
H 4.911 -0.588 2.566
H 2.786 -0.460 3.819
H 0.535 0.405 3.816
H -0.023 -2.402 1.636
H -0.859 -4.555 0.762
H -1.318 -5.961 -1.201
H -1.561 -4.931 -3.432
H -1.297 -2.492 -3.689
H -0.809 -1.090 -1.743
H -2.497 -0.563 -0.371
H -1.903 3.570 -0.978
H -3.590 4.754 -2.350
H -5.857 3.783 -2.596
H -6.410 1.666 -1.466
H 0.775 0.739 0.245
H 2.863 0.573 -1.002

Results
Orbital gap   8.510 eV
Structure (SMILES)   O=C(O)CNC(=O)c1ccc(NC(=O)/C(=C/c2ccccc2)NC(=O)c2ccccc2Br)cc1
HOMO energy   -8.6 eV
Energy   -4079.24238 Eh

The net atomic charges from natural (NBO), expressed in e, are: number 1, O, carries -0.577; number 2, C, carries 0.776; number 3, O, carries -0.686; number 4, C, carries -0.342; number 5, N, carries -0.593; number 6, C, carries 0.685; number 7, O, carries -0.662; number 8, C, carries -0.179; number 9, C, carries -0.131; number 10, C, carries -0.270; number 11, C, carries 0.269; number 12, N, carries -0.633; number 13, C, carries 0.684; number 14, O, carries -0.573; number 15, C, carries 0.091; number 16, C, carries -0.238; number 17, C, carries 0.012; number 18, C, carries -0.215; number 19, C, carries -0.199; number 20, C, carries -0.213; number 21, C, carries -0.191; number 22, C, carries -0.252; number 23, N, carries -0.627; number 24, C, carries 0.667; number 25, O, carries -0.598; number 26, C, carries -0.127; number 27, C, carries -0.160; number 28, C, carries -0.217; number 29, C, carries -0.177; number 30, C, carries -0.245; number 31, C, carries -0.059; number 32, Br, carries 0.069; number 33, C, carries -0.252; number 34, C, carries -0.172; number 35, H, carries 0.514; number 36, H, carries 0.233; number 37, H, carries 0.225; number 38, H, carries 0.409; number 39, H, carries 0.238; number 40, H, carries 0.218; number 41, H, carries 0.414; number 42, H, carries 0.224; number 43, H, carries 0.214; number 44, H, carries 0.217; number 45, H, carries 0.216; number 46, H, carries 0.214; number 47, H, carries 0.214; number 48, H, carries 0.429; number 49, H, carries 0.236; number 50, H, carries 0.222; number 51, H, carries 0.222; number 52, H, carries 0.233; number 53, H, carries 0.231; number 54, H, carries 0.210


Below is a molecular structure, C25H20Cl2F2N3OPd, with properties calculated with the ωB97M-V functional and the def2-TZVPD basis.

Element x y z (Å)
Pd -1.023 -0.437 -0.091
O 2.437 -0.306 0.130
C 2.813 1.042 0.322
C 3.037 1.775 -0.995
C 1.746 2.012 -1.788
C 0.774 2.916 -1.070
C 1.085 4.246 -0.784
C 0.165 5.022 -0.105
C -1.041 4.453 0.279
C -1.265 3.126 -0.044
N -0.388 2.379 -0.709
H 1.496 -0.410 0.358
H 3.743 1.053 0.902
H 2.057 1.566 0.909
H 3.735 1.194 -1.605
H 3.518 2.735 -0.775
H 1.241 1.060 -1.960
H 1.993 2.442 -2.763
H 2.039 4.655 -1.093
H 0.387 6.057 0.130
H -1.784 5.016 0.828
H -2.181 2.626 0.252
F -5.270 0.472 -3.348
C -4.320 -0.400 -2.917
C -3.430 -0.007 -1.942
C -2.444 -0.886 -1.483
C -2.394 -2.181 -2.059
C -3.319 -2.516 -3.039
F -3.290 -3.743 -3.638
C -4.298 -1.656 -3.492
C -1.301 -3.085 -1.608
C -1.221 -4.455 -1.865
C -0.130 -5.171 -1.404
C 0.867 -4.523 -0.696
C 0.709 -3.168 -0.458
N -0.338 -2.478 -0.895
H -3.512 0.999 -1.548
H -4.995 -1.952 -4.261
H -2.005 -4.951 -2.413
H -0.064 -6.235 -1.599
H 1.738 -5.045 -0.324
H 1.446 -2.608 0.105
Cl -0.028 -2.644 2.814
C 0.636 -1.195 3.517
C 1.256 -1.279 4.743
C 1.782 -0.146 5.354
C 1.630 1.077 4.716
C 0.990 1.159 3.500
Cl 0.737 2.741 2.799
C 0.477 0.027 2.795
N -0.115 0.104 1.623
H 1.334 -2.250 5.215
H 2.287 -0.215 6.308
H 2.001 1.989 5.168

Results
Energy above the lowest of the compared OMol25 structures with the same formula, charge and spin   0.0000 eV
Total charge   -1
Orbital gap (alpha / beta)   6.391 / 6.502 eV
2S+1   3
HOMO energy (alpha / beta)   -3.5 / -3.6 eV
Energy   -2452.17384 Eh
⟨S²⟩   2.011

The net atomic charges from natural (NBO), expressed in e, are: number 1, Pd, carries 0.571; number 2, O, carries -0.769; number 3, C, carries -0.074; number 4, C, carries -0.403; number 5, C, carries -0.449; number 6, C, carries 0.241; number 7, C, carries -0.267; number 8, C, carries -0.173; number 9, C, carries -0.275; number 10, C, carries 0.061; number 11, N, carries -0.432; number 12, H, carries 0.497; number 13, H, carries 0.159; number 14, H, carries 0.187; number 15, H, carries 0.204; number 16, H, carries 0.187; number 17, H, carries 0.245; number 18, H, carries 0.205; number 19, H, carries 0.207; number 20, H, carries 0.205; number 21, H, carries 0.213; number 22, H, carries 0.200; number 23, F, carries -0.346; number 24, C, carries 0.419; number 25, C, carries -0.357; number 26, C, carries -0.202; number 27, C, carries -0.239; number 28, C, carries 0.432; number 29, F, carries -0.352; number 30, C, carries -0.412; number 31, C, carries 0.227; number 32, C, carries -0.255; number 33, C, carries -0.169; number 34, C, carries -0.282; number 35, C, carries 0.069; number 36, N, carries -0.457; number 37, H, carries 0.214; number 38, H, carries 0.228; number 39, H, carries 0.229; number 40, H, carries 0.204; number 41, H, carries 0.214; number 42, H, carries 0.220; number 43, Cl, carries -0.026; number 44, C, carries -0.133; number 45, C, carries -0.203; number 46, C, carries -0.316; number 47, C, carries -0.214; number 48, C, carries -0.134; number 49, Cl, carries -0.037; number 50, C, carries 0.155; number 51, N, carries -0.640; number 52, H, carries 0.211; number 53, H, carries 0.201; number 54, H, carries 0.211


M readings, ordered: 891.37 787.48 522.36 593.78 g/mol